Computed, not measured: C38H40ClCoN7P2S3 as an isolated structure, with ωB97M-V/def2-TZVPD.

**Strongest force on any atom**: 0.5 eV/A
**E**: -5575.63675 Ha
**2S+1**: 2
**Gap between HOMO and LUMO (alpha / beta)**: 7.195 / 7.095 eV
**Net charge**: 0
**Energy above the lowest of the compared OMol25 structures with the same formula, charge and spin**: 0.00 kcal/mol

Geometry (Å):
Co: -0.372 0.682 -0.757
S: 1.616 -0.059 -2.009
P: 2.282 0.234 -0.119
C: 1.017 1.005 0.637
P: 0.018 1.216 1.952
S: -1.753 1.780 1.153
C: 0.673 2.503 3.067
C: 0.334 3.838 2.880
C: 0.951 4.827 3.635
C: 1.914 4.487 4.574
C: 2.257 3.155 4.763
C: 1.637 2.166 4.015
C: -0.297 -0.142 3.130
C: -1.280 0.041 4.101
C: -1.523 -0.945 5.043
C: -0.783 -2.123 5.022
C: 0.193 -2.309 4.057
C: 0.435 -1.319 3.112
C: 2.872 -1.346 0.578
C: 3.745 -1.334 1.665
C: 4.062 -2.514 2.320
C: 3.512 -3.715 1.892
C: 2.655 -3.734 0.800
C: 2.341 -2.554 0.140
C: 3.804 1.229 -0.112
C: 3.834 2.415 0.610
C: 4.995 3.179 0.641
C: 6.118 2.762 -0.057
C: 6.087 1.578 -0.787
C: 4.934 0.812 -0.813
H: -0.416 4.094 2.141
H: 0.678 5.865 3.489
H: 2.395 5.259 5.162
H: 3.005 2.886 5.499
H: 1.900 1.125 4.172
H: -1.860 0.957 4.110
H: -2.289 -0.798 5.794
H: -0.973 -2.894 5.758
H: 0.767 -3.227 4.026
H: 1.182 -1.477 2.347
H: 4.166 -0.396 2.010
H: 4.736 -2.496 3.167
H: 3.756 -4.636 2.406
H: 2.226 -4.669 0.462
H: 1.672 -2.561 -0.711
H: 2.940 2.729 1.139
H: 5.018 4.099 1.211
H: 7.022 3.358 -0.035
H: 6.964 1.256 -1.335
H: 4.905 -0.113 -1.379
S: -1.054 -2.011 0.026
C: -2.723 -1.848 -0.038
N: -3.425 -0.802 0.388
C: -4.845 -0.903 0.102
C: -4.955 -2.274 -0.606
N: -3.579 -2.748 -0.576
H: -2.956 0.011 0.785
H: -5.166 -0.088 -0.548
H: -5.433 -0.869 1.020
H: -5.312 -2.162 -1.632
H: -5.623 -2.954 -0.078
H: -3.240 -3.583 -1.016
C: -3.814 -4.220 -5.403
C: -3.294 -3.364 -4.253
C: -2.238 -4.113 -3.442
C: -2.735 -2.057 -4.811
N: -2.493 -1.071 -3.771
C: -1.390 -0.815 -3.072
N: -1.676 0.126 -2.204
N: -2.970 0.447 -2.392
N: -3.471 -0.263 -3.332
H: -4.218 -5.161 -5.030
H: -3.007 -4.460 -6.100
H: -4.602 -3.709 -5.958
H: -4.134 -3.103 -3.601
H: -1.461 -4.506 -4.102
H: -2.682 -4.962 -2.920
H: -1.752 -3.478 -2.696
H: -3.421 -1.602 -5.523
H: -1.784 -2.235 -5.317
H: -0.441 -1.314 -3.166
Cl: -3.026 5.376 -2.748
C: -1.504 4.601 -2.452
C: -0.319 5.215 -2.819
C: 0.863 4.548 -2.550
C: 0.812 3.303 -1.943
N: -0.335 2.722 -1.599
C: -1.477 3.361 -1.839
H: -0.330 6.186 -3.295
H: 1.818 4.985 -2.807
H: 1.710 2.743 -1.718
H: -2.392 2.873 -1.528


Computed, not measured: C38H40FeGeN8O3S3 as an isolated structure, with ωB97M-V/def2-TZVPD.

**Strongest force on any atom**: 3.1 eV/A
**E**: -6670.78696 Ha
**2S+1**: 5
**Gap between HOMO and LUMO (alpha / beta)**: 3.861 / 4.383 eV
**Net charge**: -2
**Energy above the lowest of the compared OMol25 structures with the same formula, charge and spin**: 23.17 kcal/mol

Geometry (Å):
Fe: 0.635 -0.278 0.144
N: -1.568 -0.973 1.431
N: -1.631 -2.312 1.880
C: -0.499 -3.066 1.550
N: -0.506 -4.425 1.854
N: 0.535 -2.384 1.142
N: 1.706 -2.868 0.798
O: 2.071 -4.057 1.045
O: 2.452 -1.999 0.225
H: -1.869 -0.320 2.153
H: -2.106 -0.811 0.583
H: -2.509 -2.794 1.681
H: -1.267 -4.954 1.444
H: 0.417 -4.797 1.605
S: -1.844 2.232 2.382
C: -3.203 1.900 1.402
C: -4.474 2.061 1.948
C: -5.629 1.811 1.213
C: -6.876 2.013 1.811
N: -7.881 2.205 2.344
C: -5.504 1.374 -0.129
C: -4.230 1.225 -0.682
C: -3.071 1.476 0.044
S: -1.508 1.336 -0.698
C: -6.647 1.128 -0.895
N: -7.594 0.943 -1.529
H: -4.553 2.401 2.973
H: -4.147 0.900 -1.708
C: 4.240 0.076 1.684
C: 3.089 -0.288 2.591
S: 1.548 0.599 2.037
O: 2.004 1.985 1.861
C: 0.812 0.585 3.742
C: 0.539 -0.827 4.213
H: 5.166 -0.384 2.030
H: 4.346 1.159 1.651
H: 4.026 -0.288 0.684
H: 3.299 0.002 3.619
H: 2.875 -1.349 2.540
H: -0.105 1.165 3.658
H: 1.516 1.126 4.373
H: 0.114 -1.402 3.395
H: -0.173 -0.832 5.034
H: 1.445 -1.323 4.559
C: 0.172 -1.105 -1.521
Ge: -0.990 -0.569 -2.947
C: -0.517 -1.784 -4.501
C: -0.468 -3.158 -4.294
C: -0.169 -4.034 -5.319
C: 0.095 -3.552 -6.590
C: 0.042 -2.188 -6.819
C: -0.261 -1.321 -5.784
C: -2.838 -1.262 -2.618
C: -3.952 -1.011 -3.408
C: -5.191 -1.534 -3.078
C: -5.335 -2.338 -1.960
C: -4.224 -2.631 -1.186
C: -2.993 -2.097 -1.519
C: -0.976 1.214 -3.868
C: 0.243 1.724 -4.296
C: 0.334 2.961 -4.907
C: -0.808 3.716 -5.113
C: -2.025 3.237 -4.661
C: -2.101 2.005 -4.036
H: 1.011 -1.696 -1.893
H: -0.668 -3.539 -3.300
H: -0.143 -5.099 -5.130
H: 0.342 -4.233 -7.395
H: 0.235 -1.798 -7.810
H: -0.302 -0.256 -5.977
H: -3.846 -0.398 -4.296
H: -6.058 -1.305 -3.682
H: -6.308 -2.736 -1.695
H: -4.320 -3.280 -0.322
H: -2.105 -2.327 -0.939
H: 1.141 1.144 -4.134
H: 1.297 3.342 -5.223
H: -0.750 4.673 -5.616
H: -2.924 3.830 -4.791
H: -3.053 1.662 -3.656
C: 4.597 3.948 -2.904
C: 3.641 2.966 -2.293
C: 3.797 1.591 -2.458
C: 2.920 0.730 -1.826
N: 1.903 1.142 -1.072
C: 1.724 2.453 -0.938
C: 2.564 3.388 -1.515
H: 5.103 3.508 -3.762
H: 5.358 4.242 -2.176
H: 4.067 4.845 -3.222
H: 4.587 1.197 -3.086
H: 3.029 -0.341 -1.910
H: 0.878 2.763 -0.344
H: 2.378 4.443 -1.370


Computed, not measured: C38H40N5O8P4SeW as an isolated structure, with ωB97M-V/def2-TZVPD.

**Strongest force on any atom**: 3.8 eV/A
**E**: -6181.15012 Ha
**2S+1**: 3
**Gap between HOMO and LUMO (alpha / beta)**: 6.190 / 6.696 eV
**Net charge**: +3
**Energy above the lowest of the compared OMol25 structures with the same formula, charge and spin**: 70.70 kcal/mol

Geometry (Å):
W: -0.428 -0.459 0.827
O: -0.143 1.691 1.256
P: -0.754 3.097 1.373
C: -2.055 3.286 0.079
P: -3.119 1.798 0.057
O: -2.089 0.668 0.218
C: -3.931 1.574 -1.517
C: -3.195 0.986 -2.547
C: -3.796 0.759 -3.772
C: -5.126 1.115 -3.968
C: -5.859 1.690 -2.940
C: -5.266 1.921 -1.709
C: -4.262 1.823 1.430
C: -5.042 2.945 1.703
C: -5.975 2.895 2.725
C: -6.120 1.733 3.471
C: -5.326 0.624 3.213
C: -4.399 0.660 2.186
C: 0.474 4.336 0.988
C: 0.975 4.389 -0.315
C: 1.864 5.389 -0.666
C: 2.253 6.334 0.278
C: 1.772 6.268 1.577
C: 0.878 5.272 1.938
C: -1.492 3.324 2.990
C: -1.451 2.264 3.894
C: -1.958 2.428 5.172
C: -2.515 3.644 5.544
C: -2.579 4.694 4.637
C: -2.063 4.543 3.362
H: -1.571 3.360 -0.897
H: -2.608 4.211 0.256
H: -2.166 0.704 -2.370
H: -3.232 0.308 -4.578
H: -5.595 0.935 -4.927
H: -6.896 1.955 -3.097
H: -5.842 2.356 -0.901
H: -4.933 3.848 1.112
H: -6.596 3.755 2.938
H: -6.864 1.691 4.256
H: -5.449 -0.273 3.806
H: -3.785 -0.200 1.949
H: 0.670 3.651 -1.050
H: 2.237 5.449 -1.680
H: 2.927 7.130 -0.009
H: 2.078 7.005 2.307
H: 0.491 5.223 2.948
H: -1.010 1.330 3.597
H: -1.901 1.613 5.882
H: -2.896 3.782 6.547
H: -3.020 5.638 4.930
H: -2.092 5.371 2.662
N: 1.667 -3.888 4.111
C: 1.755 -2.589 3.346
C: 2.983 -1.782 3.732
P: 0.170 -1.699 3.690
O: -0.751 -2.834 3.051
O: -0.132 -1.433 5.090
O: 0.122 -0.481 2.691
P: 1.645 -3.109 1.535
O: 3.109 -2.897 0.969
O: 1.188 -4.509 1.552
O: 0.808 -2.031 0.817
H: 2.580 -4.197 4.447
H: 1.317 -4.590 3.408
H: 1.036 -3.827 4.915
H: 2.920 -1.454 4.771
H: 3.054 -0.897 3.102
H: 3.897 -2.359 3.585
H: -1.572 -3.043 3.508
H: 3.480 -3.677 0.524
Se: -4.011 -3.364 1.378
N: -3.437 -3.814 -0.162
C: -2.499 -3.196 -0.857
C: -2.151 -3.597 -2.158
C: -1.211 -2.868 -2.851
C: -0.619 -1.750 -2.284
N: -0.883 -1.313 -1.052
C: -1.779 -2.053 -0.288
N: -1.939 -1.663 0.954
H: -2.639 -4.457 -2.600
H: -0.940 -3.154 -3.857
H: 0.076 -1.156 -2.860
C: 5.322 2.033 -1.032
C: 3.996 1.443 -0.704
C: 3.120 0.975 -1.684
C: 1.910 0.431 -1.329
N: 1.483 0.296 -0.063
C: 2.347 0.722 0.892
C: 3.563 1.292 0.615
H: 5.286 2.622 -1.947
H: 6.046 1.232 -1.200
H: 5.697 2.647 -0.216
H: 3.388 1.035 -2.730
H: 1.229 0.079 -2.090
H: 2.018 0.630 1.914
H: 4.190 1.631 1.430


Computed, not measured: a 6-piece molecular cluster, C38H41BClNO13Si2 overall, with ωB97M-V/def2-TZVPD.

**Strongest force on any atom**: 0.4 eV/A
**E**: -3569.64910 Ha
**Gap between HOMO and LUMO**: 7.991 eV
**Net charge**: 0
**SMILES**: [H]/N=C/C[Si@@](Cl)(CB(O)O)O[Si@H](C)CC(C)C.O=C1C=CC(=O)C=C1.O=C1C=CC(=O)C=C1.O=C1C=CC(=O)C=C1.O=C1C=CC(=O)C=C1.O=C1C=CC(=O)C=C1

Geometry (Å):
C: 2.321 -0.093 1.908
C: 2.412 0.093 0.393
C: 2.342 -1.263 -0.323
C: 1.382 1.100 -0.150
Si: -0.400 0.585 -0.308
C: -0.810 0.061 -2.049
O: -0.710 -0.646 0.774
Si: -2.050 -1.502 1.127
Cl: -1.538 -2.665 2.753
C: -3.447 -0.325 1.553
C: -4.497 -0.802 2.516
N: -4.251 -0.910 3.751
C: -2.556 -2.681 -0.214
B: -1.425 -3.725 -0.520
O: -0.428 -3.352 -1.390
O: -1.460 -4.974 0.070
H: 2.250 0.867 2.427
H: 3.211 -0.606 2.284
H: 1.441 -0.685 2.175
H: 3.405 0.510 0.184
H: 2.124 -1.142 -1.390
H: 1.551 -1.880 0.112
H: 3.297 -1.783 -0.227
H: 1.682 1.369 -1.172
H: 1.425 2.027 0.434
H: -1.296 1.717 0.044
H: -0.252 0.731 -2.715
H: -0.483 -0.963 -2.250
H: -1.874 0.140 -2.293
H: -2.990 0.591 1.941
H: -3.921 -0.069 0.597
H: -5.478 -1.036 2.084
H: -5.058 -1.250 4.276
H: -2.875 -2.106 -1.090
H: -3.424 -3.216 0.191
H: 0.297 -3.986 -1.452
H: -0.692 -5.250 0.579
C: 3.614 1.341 -4.071
C: 4.890 1.416 -4.437
C: 5.622 2.709 -4.417
O: 6.785 2.778 -4.749
C: 4.876 3.914 -3.969
C: 3.600 3.839 -3.602
C: 2.871 2.547 -3.625
O: 1.711 2.471 -3.277
H: 3.055 0.414 -4.069
H: 5.460 0.556 -4.764
H: 5.436 4.840 -3.961
H: 3.031 4.696 -3.265
C: -1.768 5.994 -1.033
C: -2.899 6.672 -1.186
C: -4.072 6.421 -0.308
O: -5.117 7.009 -0.483
C: -3.914 5.429 0.785
C: -2.781 4.754 0.940
C: -1.637 4.954 0.017
O: -0.641 4.265 0.093
H: -0.906 6.129 -1.674
H: -3.044 7.412 -1.963
H: -4.782 5.277 1.413
H: -2.643 4.001 1.705
C: 8.796 -3.485 -0.198
C: 7.884 -2.529 -0.344
C: 6.504 -2.695 0.177
O: 5.671 -1.824 0.042
C: 6.179 -3.967 0.872
C: 7.091 -4.924 1.019
C: 8.472 -4.760 0.495
O: 9.302 -5.631 0.629
H: 9.809 -3.394 -0.567
H: 8.091 -1.590 -0.843
H: 5.167 -4.056 1.245
H: 6.884 -5.861 1.520
C: -4.106 2.733 -5.299
C: -4.496 3.293 -4.158
C: -3.584 3.359 -2.990
O: -3.930 3.874 -1.947
C: -2.225 2.782 -3.135
C: -1.834 2.223 -4.277
C: -2.744 2.155 -5.450
O: -2.391 1.648 -6.493
H: -4.744 2.668 -6.171
H: -5.479 3.725 -4.018
H: -1.583 2.844 -2.264
H: -0.849 1.793 -4.411
C: -2.484 -4.088 6.336
C: -3.418 -3.271 5.857
C: -4.831 -3.386 6.300
O: -5.698 -2.661 5.854
C: -5.160 -4.427 7.306
C: -4.222 -5.237 7.786
C: -2.808 -5.133 7.337
O: -1.959 -5.877 7.778
H: -1.448 -4.033 6.025
H: -3.206 -2.497 5.128
H: -6.198 -4.482 7.611
H: -4.429 -6.009 8.517


Computed, not measured: C38H41BrCsN7OS4 as an isolated structure, with ωB97M-V/def2-TZVPD.

**Strongest force on any atom**: 1.2 eV/A
**E**: -6118.14283 Ha
**Gap between HOMO and LUMO**: 5.231 eV
**Net charge**: -2
**Energy above the lowest of the compared OMol25 structures with the same formula, charge and spin**: 25.30 kcal/mol

Geometry (Å):
Cs: -0.528 -0.055 0.363
S: 1.075 -0.260 5.394
C: 2.086 1.160 5.297
C: 2.715 1.645 6.467
C: 3.536 2.756 6.474
C: 3.774 3.463 5.297
C: 3.169 3.022 4.134
C: 2.357 1.885 4.115
S: 1.648 1.401 2.556
C: 3.150 0.895 1.653
C: 3.214 1.377 0.230
C: 4.425 1.813 -0.296
C: 4.480 2.140 -1.639
C: 3.331 2.048 -2.400
C: 2.143 1.652 -1.790
C: 0.868 1.582 -2.586
S: -0.592 2.445 -1.901
C: -0.087 4.138 -1.781
C: 1.076 4.639 -2.351
C: 1.412 5.983 -2.231
C: 0.559 6.829 -1.537
C: -0.618 6.341 -0.993
C: -1.003 4.994 -1.107
S: -2.516 4.414 -0.489
N: 2.104 1.307 -0.503
H: 2.531 1.100 7.384
H: 3.992 3.078 7.404
H: 4.397 4.350 5.290
H: 3.305 3.572 3.209
H: 3.193 -0.198 1.645
H: 4.014 1.257 2.206
H: 5.300 1.884 0.338
H: 5.410 2.471 -2.086
H: 3.335 2.303 -3.452
H: 0.522 0.539 -2.630
H: 1.035 1.946 -3.600
H: 1.737 3.983 -2.899
H: 2.330 6.355 -2.670
H: 0.810 7.879 -1.421
H: -1.291 7.003 -0.461
Br: -5.501 2.865 -5.108
C: -4.509 1.801 -3.881
C: -3.886 0.652 -4.335
C: -3.172 -0.088 -3.405
N: -3.078 0.243 -2.120
C: -3.677 1.358 -1.717
C: -4.404 2.188 -2.565
H: -3.940 0.349 -5.371
H: -2.637 -0.986 -3.705
H: -3.538 1.646 -0.681
H: -4.818 3.116 -2.200
C: 3.595 -2.289 3.814
N: 2.251 -2.035 3.365
C: 1.764 -2.344 2.145
N: 2.606 -3.026 1.280
O: 0.654 -1.981 1.769
H: 3.746 -1.727 4.735
H: 4.339 -1.957 3.083
H: 3.775 -3.349 4.033
H: 1.661 -1.430 3.947
H: 3.274 -3.675 1.658
H: 2.139 -3.301 0.426
N: -2.793 -2.257 3.815
C: -3.723 -2.884 3.017
C: -3.991 -1.999 2.016
N: -3.247 -0.852 2.180
C: -2.532 -1.048 3.262
H: -2.312 -2.642 4.608
H: -4.082 -3.878 3.220
H: -4.638 -2.136 1.164
H: -1.787 -0.382 3.678
C: -3.287 -5.138 -0.781
N: -3.428 -3.766 -1.195
C: -4.340 -3.560 -2.291
C: -2.219 -2.946 -1.189
C: -1.101 -3.160 -2.209
C: -1.162 -4.181 -3.154
C: -0.108 -4.387 -4.045
C: 1.001 -3.560 -3.970
C: 1.029 -2.532 -3.019
C: -0.004 -2.265 -2.106
H: -4.261 -5.528 -0.465
H: -2.610 -5.184 0.074
H: -2.893 -5.820 -1.552
H: -5.316 -3.990 -2.039
H: -4.021 -4.003 -3.249
H: -4.475 -2.489 -2.449
H: -1.769 -3.054 -0.197
H: -2.540 -1.903 -1.267
H: -2.025 -4.836 -3.214
H: -0.160 -5.184 -4.780
H: 1.838 -3.708 -4.650
H: 1.919 -1.897 -3.014